# C38H42O9PRu

A structure of composition C38H42O9PRu (wB97M-V/def2-TZVPD, OMol25).

```
91
Properties=species:S:1:pos:R:3:forces:R:3
Ru 1.485 -0.345 1.355 -0.0672 -0.2435 -1.0401
P 2.249 1.862 2.179 0.0437 0.2361 -0.2376
O 5.171 -1.351 2.770 0.2336 0.0744 -0.0762
O -2.746 0.404 -1.252 0.0906 -0.1082 0.0263
O 1.984 -2.856 1.010 -0.1558 -0.0288 0.5067
O -1.288 -0.394 -2.813 -0.0021 0.0710 0.0957
O 1.729 -1.689 3.521 0.0810 -0.1010 -0.2751
O 2.391 -4.810 2.010 0.0541 -0.2098 0.1434
O 1.629 -0.350 -0.588 -0.2559 0.6289 0.5347
O -0.346 -0.121 1.427 -0.3360 -0.6817 0.1319
O 3.425 -0.521 1.632 0.3440 -0.5091 0.6166
C 0.816 3.784 -1.383 -0.0507 0.0300 0.0423
C 0.997 -1.949 -3.525 -0.0252 -0.0843 -0.0044
C -2.168 -4.008 0.894 0.0426 0.0225 0.0028
C 3.399 2.390 0.865 0.0975 -0.0560 0.1230
C 3.290 2.011 3.654 -0.1132 -0.0629 0.1061
C 1.979 -3.564 2.003 -0.0474 0.5488 -0.6855
C 1.712 -2.632 -4.509 -0.0855 -0.0095 0.0806
C -2.801 1.332 -3.465 -0.0104 0.2583 -0.1315
C 2.991 -2.228 -4.854 0.0407 0.0615 0.0350
C 2.855 -0.468 -3.222 0.0666 0.0496 -0.0305
C -0.626 -0.513 -1.573 0.2955 0.0264 0.1594
C -2.816 2.061 1.209 -0.0455 0.0340 0.0023
C 1.453 -3.074 3.331 0.1383 0.2698 0.0895
C -1.666 -0.189 0.810 -0.1915 0.1520 -0.0116
C -1.564 -2.754 0.943 -0.4394 -0.1266 -0.0896
C 0.853 1.462 -2.087 0.2575 -0.4022 -0.0043
C -2.948 0.368 2.907 0.0451 0.0226 -0.0128
C -3.602 -1.000 -2.981 -0.2191 -0.2318 -0.0206
C -3.676 -1.696 0.626 -0.1923 0.0083 -0.0210
C 0.703 4.195 -2.704 -0.0146 -0.0014 -0.0154
C 3.569 -1.145 -4.198 -0.0286 -0.0107 0.0206
C 0.889 2.429 -1.089 -0.0076 0.0072 -0.1696
C 0.729 1.886 -3.408 0.0186 0.0769 -0.0207
C 3.096 -1.406 3.877 -0.4766 -0.1099 -0.0058
C -3.539 2.928 2.024 0.0186 -0.0016 0.0082
C -2.300 -1.590 0.813 0.2686 0.2362 0.0992
C -2.525 0.770 1.639 0.2324 0.1610 0.1286
C -1.487 0.337 -0.625 0.1704 -0.1539 -0.0576
C -3.665 1.231 3.721 -0.0192 0.0434 -0.0077
C -4.287 -2.942 0.572 -0.0283 0.1046 -0.0025
C 0.657 3.241 -3.712 0.0043 -0.0523 -0.0728
C 0.859 -0.056 -1.768 -0.2803 0.0798 -0.1921
C -2.622 0.087 -2.639 0.2394 -0.0084 0.1585
C 1.023 3.180 2.404 -0.1609 -0.0882 0.0203
C 1.554 -0.847 -2.889 0.0566 0.0282 0.2422
C 4.001 -1.120 2.696 -0.3597 0.3195 -0.8561
C -3.538 -4.104 0.709 0.0349 -0.0146 -0.0020
C -3.966 2.517 3.278 0.0398 -0.0502 0.0051
H 0.564 3.551 -4.749 0.0069 -0.0414 0.1426
H 4.575 -0.828 -4.450 -0.0914 -0.0277 0.0259
H 2.714 1.858 4.565 -0.0087 0.0152 0.0249
H -0.596 -1.549 -1.231 -0.0581 -0.2021 -0.0509
H 0.151 3.039 1.763 0.0825 0.0154 0.0459
H 0.371 -3.182 3.305 -0.1654 -0.0006 0.0547
H -3.999 0.898 4.699 0.0495 0.0508 -0.1145
H -4.020 -5.074 0.668 0.0322 0.0646 0.0046
H 1.494 4.138 2.186 -0.0383 0.0558 0.0405
H -1.567 -4.908 0.988 -0.0552 0.1335 -0.0004
H -3.528 -1.241 -4.043 -0.0376 0.0032 0.0914
H -3.381 -1.893 -2.392 -0.0401 0.0287 -0.0262
H 3.530 -2.205 4.468 -0.0122 -0.1621 0.0688
H -5.359 -3.006 0.426 0.0742 0.0246 0.0077
H -2.646 1.104 -4.523 -0.0224 0.0470 0.1078
H -3.812 1.723 -3.325 0.0795 -0.0196 -0.0505
H 0.645 5.250 -2.944 0.0119 -0.0544 0.0033
H 3.313 0.374 -2.711 -0.0496 -0.0621 -0.0600
H -4.531 3.193 3.910 0.0264 -0.0551 -0.0453
H -2.717 -0.633 3.258 -0.0358 0.0657 -0.0529
H 2.706 -5.053 1.124 -0.0439 0.0011 -0.0490
H 0.833 4.520 -0.583 0.0192 -0.1150 -0.1020
H 3.218 1.855 -0.060 -0.0264 -0.0368 -0.0988
H 3.295 3.459 0.691 0.0198 0.0440 -0.0006
H -3.774 3.927 1.669 0.0200 -0.1176 0.0378
H -2.076 2.087 -3.155 -0.0670 -0.0256 -0.0400
H -1.051 1.327 -0.539 -0.0117 0.1706 -0.0195
H 4.132 1.322 3.621 0.0152 0.0608 -0.0576
H 3.066 -0.505 4.484 -0.0301 0.0216 0.1286
H 3.673 3.033 3.641 0.0435 -0.0029 0.0918
H -0.511 -2.682 1.054 0.8641 0.0050 0.0896
H 0.956 2.114 -0.062 -0.0422 -0.0590 0.0980
H -2.511 2.401 0.224 -0.1003 -0.0135 0.1463
H 1.259 -3.485 -5.004 0.0355 0.1063 0.0543
H -4.274 -0.799 0.520 0.0253 -0.0824 0.0076
H 0.688 3.171 3.443 -0.0418 0.0008 -0.0495
H -4.620 -0.668 -2.758 0.0964 -0.0551 -0.0482
H 1.850 -3.670 4.144 0.0935 -0.0855 0.2012
H -0.003 -2.284 -3.279 0.0758 0.0426 -0.0628
H 4.412 2.163 1.193 0.0160 0.0030 0.0158
H 0.683 1.155 -4.206 0.0156 0.0218 0.0463
H 3.539 -2.754 -5.628 -0.0265 0.0318 0.0579
```
Positions in Å, forces in eV/Å.

Its expectation value of S² is 6.02. The calculation puts the highest occupied orbital energy (spin up / spin down) at -11.07 / -11.19 eV. The LUMO energy (spin up / spin down) is -3.74 / -4.92 eV. The total charge is +1. As for the orbital gap (spin up / spin down): 0.2693 / 0.2301 hartree. Its spin multiplicity is 5. The total energy is -70379.0436 eV.

***

# C7H15P

A cluster of 2 separate species, C7H15P in total (wB97M-V/def2-TZVPD, OMol25).

```
23
Properties=species:S:1:pos:R:3:forces:R:3
P -1.252 -0.035 -0.308 -1.1929 -0.1857 0.8419
C 3.041 -0.783 0.782 -0.9266 1.1869 -1.1781
C -0.967 0.486 1.401 -0.6209 0.0275 -0.6000
C 2.972 1.316 -0.628 -3.1398 2.5667 -0.4251
C -0.450 0.974 -1.518 -0.1800 -1.5081 0.6019
C -1.362 -1.957 -0.316 2.6000 2.2656 -1.3662
C -3.037 0.494 -0.236 2.2404 -0.9442 -3.2864
C 2.456 0.153 0.073 0.6660 -0.4415 0.0109
H -3.236 0.805 -1.253 -0.5833 0.2645 -0.0733
H 3.997 1.420 -0.553 2.5676 -0.4456 -0.2158
H -1.763 -2.473 0.481 -0.9315 -0.5501 2.1604
H -0.162 0.007 1.850 2.0743 -0.3302 0.6155
H -0.938 1.582 1.422 0.0942 -0.4099 0.1717
H -3.076 1.257 0.428 -0.1093 2.7388 1.7009
H -0.297 0.200 -2.303 0.2423 0.4622 -0.3315
H -1.958 -2.167 -1.156 -0.7722 -0.3238 -1.3079
H 2.530 -1.600 1.139 -1.4137 -1.7293 1.0185
H 2.673 2.263 -0.043 -0.1907 -1.1938 -1.0349
H 2.598 1.439 -1.704 0.5447 -0.2450 1.6298
H 4.076 -0.869 0.918 1.6795 0.3381 0.0840
H -1.796 0.065 1.945 -0.6909 0.2888 0.3029
H -3.700 -0.216 0.091 -1.4896 -2.1120 0.5969
H -0.349 -2.360 -0.516 -0.4678 0.2800 0.0839
```
Positions in Å, forces in eV/Å.

The calculation puts the highest occupied orbital energy (spin up / spin down) at -7.68 / -8.13 eV. The LUMO energy (spin up / spin down) is 0.18 / 0.29 eV. The total charge is 0. As for the orbital gap (spin up / spin down): 0.2889 / 0.3094 hartree. Its spin multiplicity is 1. The calculation puts the energy above the lowest of the compared OMol25 structures with the same formula, charge and spin at 135.74 kcal/mol. The total energy is -16783.7562 eV.